No. 1
A cluster of 2 separate species, C2H3N4S in total. Source: the Open Molecules 2025 dataset; level of theory: ωB97M-V/def2-TZVPD.

```
10
Properties=species:S:1:pos:R:3:forces:R:3
C -0.185 -0.724 0.302 -2.7211 0.7336 0.3458
C -1.264 -1.126 0.981 3.0331 -2.8756 1.4316
N 1.038 -0.840 -0.007 0.7606 -0.9164 0.8571
N 2.117 -0.658 -0.266 0.4093 -0.3328 -0.2447
N 0.501 1.815 -0.667 0.0988 0.8248 -0.6449
N 0.187 1.021 -1.435 -0.8701 -1.1951 -1.2555
S 0.530 2.259 0.747 0.3150 0.8715 1.7751
H -1.185 -2.108 1.654 -0.3846 2.0598 -1.6606
H -2.118 -0.521 1.112 -0.8778 0.4982 -0.2610
H 0.379 0.881 -2.421 0.2367 0.3319 -0.3428
```
Forces are in eV/Å.

Summary:
HOMO (alpha / beta) = -13.31 / -13.30 eV
2S+1 = 1
Relative energy (zero: lowest compared OMol25 entry of this formula, charge and spin) = 4.400 eV
Net charge = +1

Results of the Mulliken charge analysis, in e, for atoms 1 through 8:
1 C 0.553
2 C -0.777
3 N 0.520
4 N -0.539
5 N 0.437
6 N -0.242
7 S 0.226
8 H 0.230

No. 2
The ion C2H8NO4 with charge +1. Source: the Open Molecules 2025 dataset; level of theory: ωB97M-V/def2-TZVPD.

```
15
Properties=species:S:1:pos:R:3:forces:R:3
N 1.563 -0.459 0.921 -0.6742 3.4936 -0.1816
C 0.676 0.631 0.096 -2.1877 -1.5175 0.0851
O 1.384 0.689 -1.052 -0.0442 0.9572 -0.9405
C -0.942 0.008 -0.257 3.5085 3.3299 3.5007
O -0.800 -0.689 -1.366 -1.8778 -0.3865 -1.9310
O -1.738 1.130 -0.322 -0.2021 -0.4725 -0.6234
O -1.293 -0.641 0.890 -0.7519 1.7527 0.8589
H 2.359 -0.403 0.279 0.4144 -0.6558 0.6021
H 1.751 -0.114 1.892 -0.0465 -0.7485 -1.0724
H 1.071 -1.313 0.880 -0.2383 -1.3826 0.2255
H 0.600 1.539 0.727 0.2180 -0.4629 -0.3977
H 0.757 0.733 -1.806 0.6314 -0.2131 0.3759
H -1.642 -0.474 -1.854 1.0408 -0.7154 -0.0882
H -2.558 0.907 0.152 0.1561 0.3181 -0.0680
H -1.188 -1.545 0.820 0.0535 -3.2968 -0.3454
```
Forces are in eV/Å.

Summary:
HOMO = -14.84 eV
SMILES = [NH3+][C@@H](O)C(O)(O)O
2S+1 = 1
Relative energy (zero: lowest compared OMol25 entry of this formula, charge and spin) = 1.686 eV
Net charge = +1

Results of the Mulliken charge analysis, in e, for atoms 1 through 8:
1 N -0.292
2 C 0.078
3 O -0.541
4 C 0.502
5 O -0.464
6 O -0.499
7 O -0.518
8 H 0.335

No. 3
An isolated molecule of C4H6O. Source: the Open Molecules 2025 dataset; level of theory: ωB97M-V/def2-TZVPD.

```
11
Properties=species:S:1:pos:R:3:forces:R:3
O -1.300 2.243 -0.661 0.2638 -0.3121 0.0054
C -0.784 1.138 -0.599 -0.0568 -0.0416 -0.0694
C 0.517 0.791 -0.116 -0.0704 0.2075 -0.1261
C -0.376 -0.983 0.603 -0.1109 -0.4666 0.3554
C 0.894 -0.654 -0.027 0.1554 0.0038 0.0338
H -1.336 0.207 -0.871 -0.2411 0.3225 -0.5969
H 1.231 1.570 0.194 -0.5721 -0.3493 0.3376
H -0.608 -0.748 1.631 0.4054 -0.0370 0.0365
H -1.082 -1.661 0.104 0.0635 0.7392 0.1153
H 1.706 -0.733 0.697 0.1908 0.0055 -0.2067
H 1.138 -1.169 -0.955 -0.0276 -0.0719 0.1151
```
Forces are in eV/Å.

Summary:
HOMO (alpha / beta) = -8.71 / -8.53 eV
2S+1 = 1
Relative energy (zero: lowest compared OMol25 entry of this formula, charge and spin) = 2.948 eV

Results of the Mulliken charge analysis, in e, for atoms 1 through 8:
1 O -0.556
2 C -0.016
3 C -0.229
4 C -0.787
5 C -0.165
6 H 0.255
7 H 0.343
8 H 0.294

No. 4
A structure of composition C4H30HgO12V. Source: the Open Molecules 2025 dataset; level of theory: ωB97M-V/def2-TZVPD.

```
48
Properties=species:S:1:pos:R:3:forces:R:3
Hg -14.504 6.194 -16.589 -1.5231 0.7015 -0.4788
V -11.309 5.578 -15.912 -3.3156 1.3928 0.5129
C -12.634 2.223 -16.241 -0.3323 0.1358 -0.2353
C -13.652 3.320 -16.388 -0.8559 0.0517 1.4093
O -13.090 4.600 -16.755 2.6210 0.1234 0.4177
H -12.023 2.125 -17.137 -0.0235 -0.1384 -0.0417
H -13.227 1.319 -16.098 0.3413 -0.2432 -0.0093
H -12.000 2.348 -15.362 0.0396 0.0662 0.0345
H -14.194 3.458 -15.434 0.4738 -0.0703 0.1413
H -14.510 3.035 -17.007 0.6134 0.2379 -0.8509
C -11.559 9.315 -15.140 -0.1574 -0.7280 0.3521
C -12.064 8.626 -16.389 0.2085 1.0591 -1.2789
O -12.564 7.303 -16.304 1.9404 -1.3866 0.6445
H -11.709 10.381 -15.286 0.3074 0.0907 0.0902
H -10.515 9.064 -14.967 0.1407 0.3786 -0.0304
H -12.095 9.015 -14.235 -0.2761 0.0383 -0.1768
H -11.298 8.706 -17.185 0.1959 -0.4832 0.2917
H -12.811 9.264 -16.888 -0.5047 -0.3182 0.4637
O -11.955 12.916 -17.139 -0.0432 -0.2718 0.2124
H -12.472 12.887 -16.327 -0.1084 0.1524 -0.0766
H -11.980 13.841 -17.409 0.1135 -0.0313 -0.0521
O -9.644 7.383 -12.251 -0.3193 -0.6225 -0.5882
H -10.560 7.648 -12.099 0.0655 0.1519 0.1069
H -9.513 6.606 -11.693 0.2380 0.2019 0.2091
O -8.924 12.308 -16.252 -0.0036 -0.3148 0.1623
H -8.897 12.695 -15.372 0.0775 0.0608 -0.0415
H -9.828 11.992 -16.361 -0.0739 0.3325 -0.1814
O -12.400 8.355 -19.936 0.0466 -0.1095 0.2907
H -13.004 9.054 -20.214 0.0663 -0.0100 -0.1006
H -12.524 8.280 -18.985 -0.1549 0.0976 -0.1047
O -9.651 6.614 -15.021 -0.2229 -0.5483 -0.8512
H -8.988 6.989 -15.623 0.1056 0.0623 0.0516
H -9.350 6.830 -14.107 -0.5582 -0.0550 0.3414
O -11.950 11.448 -12.029 0.2265 -0.4125 -0.4139
H -11.531 10.908 -11.350 -0.0287 0.1896 0.1495
H -11.258 11.566 -12.692 0.1581 0.2249 0.2507
O -14.141 11.140 -13.865 0.1937 -0.2886 -0.6238
H -13.236 10.895 -13.630 -0.2919 0.2754 0.4777
H -14.096 12.084 -14.045 -0.1583 0.0378 0.2004
O -12.468 5.653 -13.898 0.7056 -0.1548 -0.5893
H -12.419 5.287 -13.003 0.2166 -0.1816 -0.0776
H -13.404 5.801 -14.058 -0.2105 0.1339 0.0095
O -9.430 9.491 -20.178 0.0851 -0.0517 0.3190
H -10.096 8.919 -19.785 -0.1949 0.0398 -0.3365
H -9.897 10.312 -20.363 0.0666 0.0143 -0.0621
O -8.054 9.691 -13.042 -0.2496 0.0248 -0.2855
H -7.215 9.411 -13.423 0.0530 0.1078 0.0516
H -8.638 8.927 -13.076 0.3068 0.0367 0.2962
```
Forces are in eV/Å.

Summary:
HOMO (alpha / beta) = -15.25 / -15.25 eV
2S+1 = 4
Net charge = +2

Results of the Mulliken charge analysis, in e, for atoms 1 through 8:
1 Hg 0.970
2 V 1.108
3 C -1.225
4 C -0.110
5 O -0.689
6 H 0.306
7 H 0.372
8 H 0.294

No. 5
An isolated molecule of CH2Cl2. Source: the Open Molecules 2025 dataset; level of theory: ωB97M-V/def2-TZVPD.

```
5
Properties=species:S:1:pos:R:3:forces:R:3
Cl 0.015 1.217 1.029 0.8126 1.8372 1.2202
C -0.113 -0.110 -0.096 0.3822 -1.0215 4.3307
Cl 1.154 -0.352 -1.092 2.7563 -0.0638 -2.9283
H -1.012 0.181 -0.453 -2.7850 -0.4792 -2.1385
H -0.044 -0.936 0.612 -1.1661 -0.2726 -0.4841
```
Forces are in eV/Å.

Summary:
HOMO = -10.77 eV
SMILES = ClCCl
2S+1 = 1
Relative energy (zero: lowest compared OMol25 entry of this formula, charge and spin) = 0.734 eV

Atom-resolved charges from Mulliken, all expressed in e:
1 Cl -0.179
2 C -0.222
3 Cl -0.119
4 H 0.288
5 H 0.232

No. 6
The ion C36H42N3O with charge +1. Source: the Open Molecules 2025 dataset; level of theory: ωB97M-V/def2-TZVPD.

```
82
Properties=species:S:1:pos:R:3:forces:R:3
C -2.085 -3.985 1.778 0.0019 -0.2543 0.3744
N -1.899 -2.947 0.803 -0.4574 -0.0739 -0.9755
C -2.514 -3.001 -0.418 -0.4013 -0.8806 -0.0355
O -3.178 -3.930 -0.871 0.7126 0.9460 0.5416
C -2.221 -1.706 -1.145 0.3438 0.3478 -0.0051
C -3.457 -0.866 -1.482 -0.1867 -0.5447 -0.1249
C -4.250 -0.554 -0.246 -0.4751 0.3341 0.0408
C -5.089 -1.536 0.289 0.0309 0.0492 0.1714
C -5.810 -1.290 1.455 0.0512 0.0453 0.0501
C -5.713 -0.048 2.093 0.1088 0.0117 -0.2041
C -4.905 0.950 1.536 -0.0544 -0.0365 0.0256
C -4.189 0.706 0.362 -0.0029 -0.3477 0.1859
N -1.350 -1.028 -0.213 -0.1113 -0.1850 0.3645
C -0.769 0.149 -0.539 0.8039 -0.0847 1.1104
C 0.109 0.787 0.282 -0.7034 0.2726 -0.3220
C 1.084 1.754 -0.310 -1.8586 1.8628 1.0363
C 1.605 2.741 0.764 -0.0621 -0.4664 -0.5998
C 1.748 4.086 0.419 0.1086 0.2390 -0.0283
C 2.280 5.003 1.323 -0.1077 -0.3273 0.1851
C 2.584 4.572 2.623 -0.0992 0.1090 -0.0378
C 2.355 3.249 3.004 0.0171 -0.3447 -0.3015
C 1.918 2.310 2.052 0.0121 0.4937 0.2290
C 2.155 1.092 -1.136 1.8288 -0.5400 -0.6280
C 1.574 0.295 -2.274 -0.1005 -1.1718 0.7252
N 1.611 -1.009 -2.379 0.5188 2.2202 -0.1061
C 1.123 -1.682 -3.594 -0.1161 -0.4335 -0.6891
C 1.201 -3.188 -3.298 -0.1409 -0.0500 -0.3441
C 1.890 -3.347 -1.930 -0.0664 -0.1431 0.2545
C 2.316 -1.943 -1.466 0.3428 -0.3638 0.2886
C 3.116 2.176 -1.648 0.0202 -0.3753 -0.3354
C 4.138 2.604 -0.792 -0.1738 -0.1732 0.1541
C 4.772 3.817 -1.017 0.0224 0.1155 -0.2252
C 4.439 4.560 -2.160 -0.1093 -0.2733 0.1398
C 3.530 4.052 -3.092 -0.0229 -0.0090 -0.0942
C 2.866 2.846 -2.843 0.2157 0.3514 0.3025
C -1.170 -1.718 1.079 -0.6352 0.2385 -0.1527
C -1.797 -0.948 2.283 -0.0210 -0.1921 -0.5435
C -1.012 -1.396 3.513 -0.1890 0.1145 0.5263
C 0.273 -2.098 3.030 0.3519 -0.2224 0.2663
C 0.283 -2.022 1.502 0.1218 0.0960 -0.3475
H -2.580 -4.828 1.291 0.0838 0.1658 0.0584
H -1.116 -4.306 2.169 -0.1627 -0.0944 -0.0225
H -2.707 -3.640 2.615 0.0865 -0.0703 -0.1642
H -1.662 -1.937 -2.070 -0.2272 -0.0621 0.0737
H -3.142 0.055 -1.984 -0.0560 -0.1438 -0.0053
H -4.054 -1.463 -2.181 0.0011 0.2173 -0.0059
H -5.164 -2.500 -0.220 -0.0374 0.2561 0.2040
H -6.452 -2.076 1.861 0.1663 0.3045 -0.0931
H -6.283 0.146 3.004 0.2198 -0.0439 -0.3024
H -4.833 1.929 2.017 -0.0692 -0.3171 -0.1521
H -3.562 1.484 -0.080 -0.1770 -0.1604 0.1651
H -1.030 0.519 -1.541 0.5258 -0.2548 0.1669
H 0.033 0.738 1.375 0.3450 -0.5179 -0.7373
H 0.480 2.389 -0.985 0.3904 -0.0315 -0.1675
H 1.479 4.416 -0.593 0.1502 -0.1598 0.4193
H 2.443 6.040 1.015 -0.0810 -0.4084 0.2182
H 2.983 5.283 3.347 -0.1559 -0.1889 -0.1595
H 2.508 2.920 4.037 0.1238 0.2191 -0.4154
H 1.794 1.258 2.335 0.0827 0.4305 -0.0456
H 2.765 0.435 -0.504 -0.2831 -0.1049 0.0215
H 1.043 0.854 -3.062 0.2243 -0.5319 0.2894
H 0.103 -1.351 -3.838 0.3160 0.0187 0.2415
H 1.772 -1.419 -4.449 -0.2075 0.0391 0.4897
H 0.192 -3.616 -3.287 0.3064 0.0105 0.0076
H 1.774 -3.688 -4.090 -0.2525 0.1042 0.2435
H 1.192 -3.791 -1.206 0.2674 0.1354 -0.1988
H 2.768 -4.002 -2.002 -0.3096 0.1758 0.1030
H 3.410 -1.820 -1.567 -0.4935 0.2111 -0.1390
H 2.061 -1.763 -0.411 -0.0730 0.1878 -0.5913
H 4.368 2.014 0.106 -0.1592 0.3638 -0.3622
H 5.483 4.200 -0.273 -0.2758 -0.1806 -0.5071
H 4.882 5.538 -2.310 0.0235 -0.1251 -0.0812
H 3.298 4.601 -4.010 0.1901 -0.1337 0.3823
H 2.139 2.453 -3.558 0.1986 0.4045 0.1793
H -1.705 0.129 2.103 -0.1047 -0.2416 0.0629
H -2.869 -1.181 2.337 0.2493 0.1615 -0.0059
H -0.768 -0.541 4.155 -0.1106 -0.2151 -0.0833
H -1.620 -2.084 4.114 0.1986 0.1863 -0.0502
H 1.164 -1.621 3.458 -0.1871 -0.1858 -0.1213
H 0.285 -3.145 3.359 0.0600 0.2822 -0.0106
H 0.644 -2.939 1.017 -0.1581 0.1253 0.1297
H 0.922 -1.198 1.172 -0.1468 -0.1812 0.0935
```
Forces are in eV/Å.

Summary:
HOMO = -10.41 eV
SMILES = CN1C(=O)[C@@H](Cc2ccccc2)N(/C=C/[C@@H](c2ccccc2)[C@@H](C=[N+]2CCCC2)c2ccccc2)C12CCCC2
2S+1 = 1
Relative energy (zero: lowest compared OMol25 entry of this formula, charge and spin) = 0.000 eV
Net charge = +1

Results of the Mulliken charge analysis, in e, for atoms 1 through 8:
1 C -1.093
2 N 0.623
3 C -0.213
4 O -0.717
5 C 0.816
6 C -1.498
7 C 0.526
8 C -0.156